#a
The following is a quantum chemistry calculation of an isolated ion of composition C5H13N2O and charge +1, from the Open Molecules 2025 dataset.

The geometry in XYZ format:
```
21
Properties=species:S:1:pos:R:3:nbo_charge:R:1
N 0.174 -3.012 0.682 -0.819
C -0.323 -2.056 -0.113 0.063
C -0.307 -0.743 0.198 -0.012
N 0.306 -0.131 1.479 -0.700
C -1.125 0.116 -0.693 -0.434
C -0.486 1.227 -1.496 -0.451
C 0.120 2.316 -0.631 -0.053
O 1.303 1.925 0.270 -0.807
H 0.245 -3.019 1.685 0.395
H 0.473 -3.928 0.421 0.416
H -0.851 -2.285 -1.134 0.247
H 0.958 -0.754 1.812 0.422
H 0.758 0.683 1.150 0.464
H -0.456 0.209 2.299 0.443
H -1.921 0.689 -0.067 0.201
H -1.750 -0.523 -1.426 0.252
H 0.381 0.817 -1.972 0.214
H -1.113 1.566 -2.349 0.257
H -0.571 2.734 0.043 0.184
H 0.624 3.028 -1.236 0.204
H 2.167 2.217 -0.113 0.514
```

Properties
Orbital gap = 9.17 eV
HOMO level = -12.47 eV
Structure (SMILES) = N/C=C(\[NH3+])CCCO
Net charge = +1

=====

#b
The following is a quantum chemistry calculation of a 2-piece molecular cluster, C5H13N2O overall, from the Open Molecules 2025 dataset.

The geometry in XYZ format:
```
21
Properties=species:S:1:pos:R:3:nbo_charge:R:1
C 0.963 0.133 0.861 -0.089
C 0.258 -0.701 -0.184 0.165
C 1.882 -0.293 1.897 -0.688
C -2.564 0.706 -0.122 -0.712
C -1.713 0.290 -1.338 0.394
N 0.494 -1.996 -0.424 -0.819
N 1.426 0.427 -0.618 -0.675
O -1.091 1.183 -1.998 -0.589
H 0.275 1.009 1.191 0.205
H 1.421 0.171 2.831 0.264
H 2.986 0.032 1.792 0.255
H 1.979 -1.360 2.094 0.242
H -3.031 -0.173 0.323 0.265
H -3.434 1.298 -0.566 0.260
H -1.910 1.280 0.604 0.228
H -1.944 -0.615 -1.818 0.202
H 1.320 -2.384 -0.018 0.376
H 0.260 -2.288 -1.404 0.406
H 0.979 1.203 -1.090 0.407
H 2.412 0.231 -0.677 0.418
H -0.968 1.846 -1.335 0.484
```

Properties
Orbital gap = 8.92 eV
HOMO level = -12.41 eV
Net charge = +1

=====

Least stable structure: #b

=====

#a
The following is a quantum chemistry calculation of an isolated ion of composition C5H13N2O and charge +1, from the Open Molecules 2025 dataset.

The geometry in XYZ format:
```
21
Properties=species:S:1:pos:R:3:nbo_charge:R:1
N -2.428 -1.219 0.983 -0.815
C -1.423 -0.378 0.396 -0.046
C -1.315 -0.695 -1.108 -0.081
O -0.486 -1.869 -1.301 -0.730
C 0.032 -0.402 1.049 -0.485
C 0.733 0.792 0.559 -0.102
C 1.910 0.773 -0.042 -0.086
N 2.475 2.080 -0.554 -0.690
H -2.281 -1.353 1.970 0.366
H -2.478 -2.172 0.637 0.357
H -1.736 0.658 0.598 0.179
H -2.280 -0.906 -1.564 0.204
H -0.755 0.047 -1.675 0.178
H -0.974 -2.636 -1.058 0.469
H 0.472 -1.336 0.713 0.253
H -0.087 -0.401 2.132 0.244
H 0.270 1.770 0.654 0.210
H 2.595 0.005 -0.353 0.240
H 1.984 2.871 -0.126 0.441
H 3.460 2.251 -0.339 0.448
H 2.313 2.121 -1.571 0.448
```

Properties
Orbital gap = 8.77 eV
HOMO level = -12.47 eV
Structure (SMILES) = N[C@H](CO)C/C=C/[NH3+]
Net charge = +1

=====

#b
The following is a quantum chemistry calculation of a 2-piece molecular cluster, C5H13N2O overall, from the Open Molecules 2025 dataset.

The geometry in XYZ format:
```
21
Properties=species:S:1:pos:R:3:nbo_charge:R:1
C -1.566 -0.318 0.574 0.672
C -2.757 0.433 1.183 -0.691
C 0.428 -0.259 -1.729 -0.463
C 1.651 1.073 -0.280 -0.398
C 1.350 -1.170 0.393 -0.456
N -0.368 0.408 0.492 -0.498
N 0.712 -0.040 -0.295 -0.099
O -1.597 -1.411 0.050 -0.561
H -2.474 1.516 1.000 0.236
H -2.764 0.153 2.128 0.238
H -3.694 0.032 0.817 0.276
H -0.400 -0.935 -2.085 0.288
H 0.102 0.693 -2.178 0.244
H 1.286 -0.592 -2.378 0.264
H 2.184 1.089 0.629 0.231
H 2.369 0.830 -1.067 0.238
H 1.160 2.037 -0.490 0.253
H 1.171 -2.104 -0.230 0.258
H 2.412 -1.143 0.414 0.240
H 0.870 -1.511 1.326 0.268
H -0.074 1.217 1.727 0.461
```

Properties
Orbital gap = 9.40 eV
HOMO level = -14.20 eV
Net charge = +1

=====

Least stable structure: #b

=====

#a
The following is a quantum chemistry calculation of an isolated ion of composition C5H13N2O and charge +1, from the Open Molecules 2025 dataset.

The geometry in XYZ format:
```
21
Properties=species:S:1:pos:R:3:nbo_charge:R:1
C 2.174 1.743 -0.718 -0.391
C 1.307 1.021 -0.020 0.113
N 0.934 1.256 1.346 -0.874
C 0.811 -0.316 -0.527 -0.464
C -0.752 -0.567 -0.562 -0.055
N -1.460 0.624 0.043 -0.707
C -1.079 -1.793 0.235 -0.086
O -2.421 -2.110 -0.007 -0.734
H 2.717 2.564 -0.240 0.215
H 2.367 1.624 -1.775 0.226
H 1.260 2.163 1.659 0.398
H 1.361 0.546 1.936 0.389
H 1.190 -0.484 -1.535 0.251
H 1.282 -1.103 0.064 0.230
H -1.042 -0.601 -1.604 0.236
H -2.456 0.388 0.119 0.453
H -1.363 1.461 -0.531 0.439
H -0.978 0.867 0.936 0.472
H -0.833 -1.656 1.293 0.181
H -0.410 -2.573 -0.133 0.204
H -2.608 -3.054 0.019 0.505
```

Properties
Orbital gap = 10.20 eV
HOMO level = -13.13 eV
Structure (SMILES) = C=C(N)C[C@H]([NH3+])CO
Net charge = +1

=====

#b
The following is a quantum chemistry calculation of an isolated ion of composition C5H13N2O and charge +1, from the Open Molecules 2025 dataset.

The geometry in XYZ format:
```
21
Properties=species:S:1:pos:R:3:nbo_charge:R:1
C -1.150 -0.984 -1.955 -0.669
C -1.164 -1.026 -0.446 -0.150
C -1.813 0.264 0.139 0.454
O -1.701 1.371 -0.309 -0.549
N 0.139 -1.062 0.213 -0.652
C 1.143 -0.134 -0.237 -0.261
C 1.782 0.554 0.990 -0.215
N 0.764 1.567 1.564 -0.689
H -0.145 -1.027 -2.389 0.223
H -1.561 -1.897 -2.395 0.243
H -1.647 -0.145 -2.432 0.244
H -1.735 -1.859 -0.044 0.231
H -2.330 0.068 1.105 0.125
H 0.505 -1.967 0.432 0.400
H 1.919 -0.627 -0.830 0.230
H 0.757 0.661 -0.881 0.226
H 1.877 -0.241 1.721 0.229
H 2.695 1.109 0.823 0.230
H 0.529 1.306 2.506 0.448
H -0.052 1.586 0.962 0.457
H 1.189 2.482 1.462 0.444
```

Properties
Orbital gap = 9.80 eV
HOMO level = -13.11 eV
Structure (SMILES) = C[C@H](C=O)NCC[NH3+]
Net charge = +1

=====

#c
The following is a quantum chemistry calculation of an isolated ion of composition C5H13N2O and charge +1, from the Open Molecules 2025 dataset.

The geometry in XYZ format:
```
21
Properties=species:S:1:pos:R:3:nbo_charge:R:1
C 2.167 -1.555 0.188 -0.422
N 1.346 -0.829 1.101 -0.686
C -0.078 -1.030 0.968 -0.212
C -0.785 0.397 0.399 0.004
N 0.416 1.439 -0.079 -0.745
C -1.519 0.146 -0.887 -0.581
C -2.293 1.382 -1.269 0.445
O -1.640 2.494 -1.285 -0.561
H 1.571 -1.902 -0.675 0.207
H 3.220 -0.921 -0.009 0.204
H 2.544 -2.434 0.690 0.205
H 1.615 -0.680 2.103 0.404
H -0.512 -0.984 1.984 0.220
H -0.422 -1.901 0.511 0.214
H -1.296 1.065 1.092 0.232
H -0.065 2.322 -0.414 0.475
H 1.141 1.626 0.621 0.442
H 0.922 0.977 -0.916 0.436
H -0.915 -0.205 -1.863 0.271
H -2.076 -0.768 -0.781 0.264
H -3.342 1.362 -1.478 0.182
```

Properties
Orbital gap = 9.00 eV
HOMO level = -12.74 eV
Structure (SMILES) = CNC[C@@H]([NH3+])CC=O
Net charge = +1

=====

Least stable structure: #c

=====

#a
The following is a quantum chemistry calculation of C5H13N2O as an isolated structure, from the Open Molecules 2025 dataset.

The geometry in XYZ format:
```
21
Properties=species:S:1:pos:R:3:nbo_charge:R:1
C 1.450 -0.743 -1.621 -0.417
O -0.137 -2.653 1.059 -0.760
C 0.667 -0.809 -0.567 0.003
C 0.069 0.381 0.334 -0.478
C 0.795 1.625 0.266 -0.171
C 0.234 2.593 -0.611 0.195
N 0.233 2.358 -2.019 -0.637
N -2.250 -1.590 2.043 -1.070
H 1.620 0.250 -1.976 0.220
H 1.825 -1.575 -2.190 0.267
H 0.430 -3.442 1.020 0.470
H 0.319 -1.794 -0.018 0.309
H -0.934 0.423 -0.093 0.274
H -0.025 -0.019 1.344 0.296
H 1.698 1.680 0.863 0.282
H -0.641 3.212 -0.384 0.268
H -0.037 3.200 -2.533 0.426
H 1.187 2.421 -1.649 0.417
H -1.341 -1.408 2.440 0.359
H -2.194 -2.461 1.548 0.383
H -2.968 -1.650 2.745 0.368
```

Properties
Orbital gap = 4.44 eV
HOMO level = -12.11 eV
Net charge = +1

=====

#b
The following is a quantum chemistry calculation of C5H13N2O as an isolated structure, from the Open Molecules 2025 dataset.

The geometry in XYZ format:
```
21
Properties=species:S:1:pos:R:3:nbo_charge:R:1
N 3.125 -0.194 -1.590 -0.816
C -2.022 0.578 -0.027 -0.137
C -2.926 -0.068 -1.002 -0.328
C -0.769 -0.291 0.193 0.184
N 0.382 0.646 0.717 -0.208
C 1.174 1.008 -0.523 -0.249
C 1.158 -0.232 1.635 -0.479
O -1.012 -1.272 1.071 -0.728
H 2.931 -0.725 -2.455 0.390
H 4.077 -0.334 -1.389 0.391
H -0.354 -0.783 -0.771 0.162
H -1.884 1.346 0.706 0.311
H -3.636 0.636 -1.503 0.289
H -2.921 -0.213 0.238 0.359
H -2.453 -0.837 -1.730 0.294
H 2.113 0.341 -0.798 0.278
H 1.682 2.013 -0.604 0.296
H 0.418 0.912 -1.333 0.212
H 1.790 0.409 2.340 0.242
H 1.729 -0.870 0.949 0.228
H 0.362 -0.858 2.241 0.312
```

Properties
Orbital gap = 4.94 eV
HOMO level = -12.79 eV
Net charge = +1

=====

#c
The following is a quantum chemistry calculation of an isolated ion of composition C5H13N2O and charge +1, from the Open Molecules 2025 dataset.

The geometry in XYZ format:
```
21
Properties=species:S:1:pos:R:3:nbo_charge:R:1
C 2.312 0.753 -1.060 -0.621
C 0.932 0.225 -1.493 -0.250
N -0.176 0.583 -0.644 -0.323
C -0.641 1.936 -0.823 -0.437
C -0.499 -0.081 0.423 0.711
O -1.246 0.509 1.287 -0.602
C -0.116 -1.556 0.634 -0.317
N -1.016 -2.038 1.693 -0.854
H 2.662 0.346 -0.109 0.216
H 2.976 0.604 -1.888 0.246
H 2.296 1.845 -1.020 0.220
H 1.040 -0.849 -1.606 0.224
H 0.833 0.441 -2.549 0.244
H -1.031 2.023 -1.840 0.233
H 0.193 2.614 -0.662 0.228
H -1.479 2.233 -0.225 0.253
H -1.661 -0.155 1.878 0.544
H 0.938 -1.506 0.915 0.245
H -0.489 -2.011 -0.284 0.250
H -1.353 -2.955 1.439 0.398
H -0.525 -2.220 2.574 0.391
```

Properties
Orbital gap = 11.78 eV
HOMO level = -14.84 eV
Structure (SMILES) = CC/[N+](C)=C(/O)CN
Net charge = +1

=====

Least stable structure: #b

=====

#a
The following is a quantum chemistry calculation of CH2N4O3 as an isolated structure, from the Open Molecules 2025 dataset.

The geometry in XYZ format:
```
10
Properties=species:S:1:pos:R:3:nbo_charge:R:1
C -0.588 0.387 0.135 0.348
H -0.258 0.161 3.175 0.495
H 1.967 -1.443 -1.127 0.491
N -0.805 0.352 1.341 -0.115
N -1.503 0.707 -0.857 -0.217
N -0.939 0.634 -2.013 0.196
N 0.624 0.016 -0.459 0.069
O 0.262 0.152 2.256 -0.532
O 0.368 0.308 -1.902 -0.230
O 0.874 -1.273 -0.548 -0.507
```

Properties
Orbital gap = 9.21 eV
HOMO level = -9.67 eV

=====

#b
The following is a quantum chemistry calculation of a single CH2N4O3 molecule, from the Open Molecules 2025 dataset.

The geometry in XYZ format:
```
10
Properties=species:S:1:pos:R:3:nbo_charge:R:1
N -3.090 -0.380 -0.642 -0.309
C -1.944 -0.326 -0.667 0.401
N -0.583 -0.294 -0.757 -0.459
N 0.098 0.326 0.166 0.109
O 0.546 1.739 0.006 -0.511
N 1.079 -0.426 0.831 0.609
O 0.892 -1.643 0.702 -0.373
O 1.922 0.156 1.452 -0.362
H -0.214 -0.802 -1.624 0.423
H 1.295 1.649 0.533 0.473
```

Properties
Orbital gap = 10.41 eV
HOMO level = -10.97 eV
Structure (SMILES) = N#CNN(O)[N+](=O)[O-]

=====

Least stable structure: #a

=====

#a
The following is a quantum chemistry calculation of a single C5H5N molecule, from the Open Molecules 2025 dataset.

The geometry in XYZ format:
```
11
Properties=species:S:1:pos:R:3:mulliken_spin:R:1
C 1.238 -0.614 -0.086 0.610
C -2.365 -1.033 0.042 0.195
C -1.211 -0.653 -0.099 -0.048
C 2.381 -1.047 0.125 0.916
C 0.010 1.402 -0.009 0.003
N 0.039 -0.051 0.015 0.173
H -3.202 -1.616 0.250 -0.001
H 3.296 -1.420 -0.244 0.130
H -0.278 1.652 1.029 0.012
H -0.792 1.657 -0.554 0.006
H 0.885 1.723 -0.468 0.004
```

Properties
Orbital gap (alpha / beta) = 5.17 / 7.96 eV
Multiplicity = 3
HOMO level (alpha / beta) = -4.24 / -9.93 eV

=====

#b
The following is a quantum chemistry calculation of a single C5H5N molecule, from the Open Molecules 2025 dataset.

The geometry in XYZ format:
```
11
Properties=species:S:1:pos:R:3:mulliken_spin:R:1
C 1.069 -0.860 -1.682 -0.031
C -1.260 0.319 -0.902 0.814
C -0.090 -0.197 -1.107 0.652
C -0.209 0.664 0.134 0.041
C -0.020 -0.095 1.427 0.102
N 2.023 -1.484 -1.926 0.367
H -2.228 0.630 -1.282 -0.015
H 0.268 1.679 -0.021 0.077
H 0.678 0.596 2.116 0.003
H 0.707 -0.911 1.385 -0.002
H -0.938 -0.341 1.857 -0.006
```

Properties
Orbital gap (alpha / beta) = 7.46 / 7.45 eV
Multiplicity = 3
HOMO level (alpha / beta) = -6.52 / -10.56 eV

=====

#c
The following is a quantum chemistry calculation of a 2-piece molecular cluster, C5H5N overall, from the Open Molecules 2025 dataset.

The geometry in XYZ format:
```
11
Properties=species:S:1:pos:R:3:mulliken_spin:R:1
C -0.174 0.087 -0.870 0.628
C -0.585 -0.669 0.158 0.871
C 2.290 0.471 0.109 0.015
C -1.969 -0.074 0.288 0.093
C -1.084 0.883 -0.238 0.333
N 2.894 -0.518 0.077 0.028
H 0.904 0.323 -1.353 -0.016
H -2.613 -0.580 -0.354 -0.008
H -2.450 -0.103 1.330 0.005
H -0.674 1.571 0.424 0.051
H 3.462 -1.390 0.429 0.000
```

Properties
Orbital gap (alpha / beta) = 6.24 / 8.42 eV
Multiplicity = 3
HOMO level (alpha / beta) = -5.24 / -9.93 eV

=====

Least stable structure: #c